ORCA calculation (wB97M-V/def2-TZVPD) on a structure of composition C23H31F3IO5S in a non-equilibrium geometry.

Its total charge is -1. The calculation puts the HOMO energy at -0.1218 Eh. For the orbital gap, the calculation gives 0.215 hartree. As for the energy relative to the best compared isomer or geometry (same formula, charge and spin): 33.7 kcal/mol.

Each line ends with the natural charge from an NBO analysis.
Positions of all 64 atoms, in Å:
C: 2.591 3.507 0.946  -0.6282
C: 2.189 2.355 1.827  -0.0697
O: 1.683 1.332 0.917  -0.5328
C: 1.362 0.208 1.585  0.7933
C: 0.778 -0.939 0.808  -0.5430
C: 0.748 -2.204 1.686  -0.1993
C: 2.176 -2.657 2.007  -0.4129
C: 2.281 -3.964 2.793  -0.3906
C: 1.442 -3.897 4.062  -0.3940
C: 0.012 -3.484 3.728  -0.3931
C: -0.046 -2.140 2.986  -0.4105
C: 1.580 -1.425 -0.427  0.8498
O: 1.294 -2.501 -0.942  -0.6735
O: 2.527 -0.626 -0.941  -0.5342
C: 2.861 -1.085 -2.280  -0.0783
C: 3.563 0.055 -2.942  -0.6227
O: 1.544 0.188 2.803  -0.6969
H: 2.673 4.422 1.540  0.2005
H: 3.587 3.296 0.528  0.2019
H: 1.855 3.665 0.145  0.2212
H: 3.056 1.963 2.379  0.1895
H: 1.397 2.615 2.544  0.1862
H: 0.266 -2.955 1.053  0.2196
H: 2.753 -2.761 1.084  0.2003
H: 2.641 -1.846 2.579  0.2096
H: 1.924 -4.795 2.164  0.1852
H: 3.339 -4.146 3.024  0.1899
H: 1.468 -4.868 4.569  0.1867
H: 1.890 -3.152 4.728  0.1889
H: -0.401 -4.265 3.076  0.1826
H: -0.596 -3.446 4.637  0.1928
H: 0.401 -1.337 3.585  0.2336
H: -1.089 -1.855 2.791  0.2018
H: 3.455 -2.008 -2.224  0.1834
H: 1.931 -1.306 -2.815  0.2028
H: 3.686 -0.191 -4.000  0.2013
H: 2.927 0.949 -2.860  0.2155
H: 4.550 0.259 -2.507  0.2019
C: -4.085 2.529 -2.937  -0.6329
C: -3.923 1.267 -2.091  0.2278
C: -5.148 0.407 -2.232  -0.6294
C: -2.653 0.489 -2.329  -0.0850
C: -2.144 -0.343 -1.270  -0.1979
I: -3.299 -1.732 -0.180  0.1044
C: -0.821 -0.120 -0.886  -0.2129
C: -0.027 0.723 -1.655  -0.2850
C: -0.431 1.156 -2.923  -0.2365
C: -1.758 0.949 -3.304  -0.2338
O: -3.832 1.694 -0.696  -0.6625
S: -2.287 2.122 0.055  0.5189
C: -2.441 3.943 0.217  0.7932
F: -2.448 4.330 1.517  -0.3299
F: -1.380 4.555 -0.408  -0.3377
F: -3.588 4.409 -0.345  -0.3287
H: -4.429 2.279 -3.949  0.2032
H: -4.819 3.193 -2.475  0.2229
H: -3.155 3.099 -2.990  0.2237
H: -5.175 -0.065 -3.223  0.2135
H: -5.158 -0.381 -1.470  0.2393
H: -6.037 1.031 -2.114  0.2014
H: -0.319 -0.566 0.178  0.3225
H: 0.930 1.083 -1.278  0.2355
H: 0.259 1.712 -3.568  0.2001
H: -2.130 1.275 -4.282  0.2074